Molecular formula: C12H32As3MnN3S
Method: DFT, the ωB97M-V functional and the def2-TZVPD basis

Properties
- HOMO energy (spin up / spin down) (eV) = -20.00 / -20.25
- gap between HOMO and LUMO (spin up / spin down) (hartree) = 0.14805 / 0.15715
- charge = +4
- spin multiplicity = 2

Atoms and positions in Å:
Mn (-0.922, 0.011, 2.567)
C (2.193, -2.422, 2.276)
As (1.194, -0.916, 1.598)
C (2.503, 0.515, 1.661)
C (1.042, -1.422, -0.307)
C (0.797, -0.381, -1.435)
C (0.064, -1.067, -2.597)
C (0.049, 0.893, -0.985)
As (-1.513, 0.762, 0.249)
C (-2.154, 2.580, 0.125)
C (-2.875, -0.242, -0.686)
C (2.203, 0.038, -2.036)
As (2.033, 0.588, -3.868)
C (1.930, 2.391, -4.390)
C (2.163, -0.674, -5.258)
H (3.177, -2.443, 1.811)
H (1.665, -3.351, 2.066)
H (2.314, -2.311, 3.353)
H (3.265, 0.386, 0.891)
H (2.998, 0.446, 2.630)
H (2.040, 1.497, 1.585)
H (0.195, -2.116, -0.326)
H (1.918, -2.037, -0.520)
H (-0.929, -1.419, -2.324)
H (0.617, -1.927, -2.983)
H (-0.089, -0.331, -3.428)
H (-0.325, 1.439, -1.859)
H (0.729, 1.567, -0.458)
H (-2.386, 2.822, -0.911)
H (-1.416, 3.277, 0.518)
H (-3.062, 2.657, 0.722)
H (-2.979, 0.111, -1.711)
H (-3.813, -0.060, -0.161)
H (-2.672, -1.312, -0.669)
H (2.873, -0.823, -2.116)
H (2.709, 0.849, -1.504)
H (2.097, 3.047, -3.537)
H (0.939, 2.548, -4.846)
H (2.679, 2.540, -5.184)
H (2.465, -1.645, -4.870)
H (2.888, -0.277, -5.985)
H (1.181, -0.713, -5.754)
N (-1.991, -1.448, 3.708)
N (-2.764, -0.916, 4.763)
C (-2.810, 0.407, 4.967)
N (-3.503, 0.885, 5.971)
S (-1.989, 1.483, 3.896)
H (-2.613, -1.991, 3.109)
H (-1.329, -2.111, 4.117)
H (-3.234, -1.573, 5.374)
H (-4.008, 0.303, 6.627)
H (-3.545, 1.884, 6.125)